94
Properties=species:S:1:pos:R:3:mulliken_charge:R:1 method="wB97M-V/def2-TZVPD" homo_lumo_gap_ev=2.991 relative_energy_kcal_mol=26.4 lumo_energy_ev=-4.27
C -36.59 -10.99 -24.68 -1.441
C -36.14 -12.13 -23.71 1.389
C -36.94 -11.76 -22.36 -0.690
C -36.94 -12.93 -21.37 -0.637
C -37.60 -14.19 -21.88 -0.388
C -36.86 -14.55 -23.26 1.076
N -36.65 -13.44 -24.13 1.466
O -36.42 -13.73 -25.39 -0.372
C -37.60 -15.74 -23.87 -1.886
C -35.47 -15.23 -22.91 -1.864
C -34.61 -12.17 -23.56 -1.963
H -35.89 -10.14 -24.61 0.404
H -37.72 -10.79 -24.62 0.162
H -36.54 -11.32 -25.81 0.395
H -37.98 -11.47 -22.62 0.045
H -36.65 -10.83 -21.74 0.300
H -37.47 -12.73 -20.46 0.297
H -35.88 -13.13 -21.04 0.184
H -38.69 -14.26 -22.13 -0.498
H -37.67 -14.95 -21.11 0.719
H -37.66 -16.56 -23.32 0.628
H -37.19 -16.00 -24.84 0.622
H -38.69 -15.42 -24.14 0.064
H -35.06 -15.49 -23.79 0.685
H -35.54 -16.24 -22.42 0.394
H -34.64 -14.65 -22.50 0.256
H -33.96 -12.19 -24.53 0.394
H -34.27 -12.60 -22.72 0.399
H -34.27 -11.21 -23.44 0.641
B -40.81 -12.69 -24.13 1.476
H -41.86 -12.52 -24.84 -0.380
H -40.49 -11.67 -23.67 -0.463
H -40.94 -13.59 -23.21 -0.428
H -39.83 -13.00 -24.86 -0.529
N -39.91 -13.61 -18.86 -0.220
C -39.22 -14.49 -17.98 -0.678
C -39.65 -15.93 -18.54 -1.044
C -40.36 -15.70 -19.94 -0.648
C -40.29 -14.24 -20.07 -0.362
H -39.91 -12.57 -18.71 0.340
H -38.82 -14.20 -17.11 0.563
H -39.25 -16.70 -17.88 0.285
H -40.62 -16.40 -20.64 0.726
H -40.67 -13.62 -20.81 0.871
N -43.25 -11.61 -22.00 0.335
C -43.86 -10.56 -21.50 -0.543
C -44.72 -10.82 -20.37 -0.456
C -44.63 -12.39 -20.31 -0.664
C -43.54 -12.77 -21.30 -0.421
H -42.56 -11.72 -22.67 0.016
H -43.63 -9.57 -21.86 0.400
H -45.36 -10.24 -19.76 0.442
H -45.33 -12.80 -19.47 0.232
H -42.98 -13.60 -21.44 0.554
N -41.56 -15.02 -26.70 0.167
C -42.44 -14.51 -27.73 -0.428
C -42.33 -15.71 -28.77 -0.697
C -41.61 -16.82 -28.01 -0.825
C -41.23 -16.32 -26.80 -0.282
H -41.24 -14.29 -25.95 -0.124
H -42.75 -13.46 -27.62 0.371
H -42.88 -15.69 -29.61 0.510
H -41.28 -17.67 -28.58 0.370
H -40.63 -16.68 -26.07 0.618
N -41.25 -10.98 -19.21 0.141
C -40.82 -10.97 -17.91 -0.706
C -39.26 -10.59 -17.97 -1.119
C -38.90 -10.59 -19.41 -0.353
C -40.28 -10.71 -20.18 -0.075
H -42.35 -11.16 -19.44 0.121
H -41.32 -10.99 -17.12 0.719
H -38.74 -10.49 -17.20 0.709
H -37.98 -10.31 -19.84 0.606
H -40.46 -10.83 -21.35 0.187
N -39.38 -10.45 -27.31 0.137
C -39.49 -9.16 -26.99 -0.165
C -39.11 -8.36 -28.29 -0.651
C -38.73 -9.43 -29.28 -0.611
C -38.87 -10.73 -28.58 -0.347
H -39.58 -11.14 -26.69 0.180
H -39.62 -8.85 -25.92 0.353
H -39.24 -7.19 -28.39 0.282
H -38.50 -9.44 -30.24 0.531
H -38.78 -11.87 -28.79 0.300
N -44.25 -17.24 -23.86 -0.109
C -44.38 -17.89 -22.65 -0.676
C -43.22 -17.36 -21.73 -0.417
C -42.47 -16.33 -22.54 0.436
C -43.23 -16.24 -23.88 -1.293
H -45.03 -17.45 -24.63 0.309
H -45.18 -18.53 -22.44 0.429
H -43.07 -17.70 -20.69 0.408
H -41.83 -15.49 -22.26 -0.063
H -43.06 -15.73 -24.73 0.872

=====

93
Properties=species:S:1:pos:R:3:lowdin_spin:R:1 method="wB97M-V/def2-TZVPD" charge=-1 homo_lumo_gap_ev="6.532 / 5.368" multiplicity=2 s2=0.78 relative_energy_kcal_mol=10.2 lumo_energy_ev="2.66 / 1.50"
Cu 0.25 -0.47 0.78 0.251
C -0.47 0.99 2.08 0.026
C -1.37 1.88 1.34 0.269
C -2.61 1.23 1.18 0.014
C -2.48 0.00 1.84 0.257
C -1.16 -0.17 2.41 0.066
C -0.80 -1.17 3.50 0.001
C 0.68 -1.55 3.46 0.000
C -1.63 -2.46 3.34 0.001
C -1.12 -0.52 4.85 0.004
C -3.91 1.61 0.45 -0.007
C -4.67 0.37 -0.03 -0.001
C -4.84 2.36 1.43 -0.003
C -3.68 2.45 -0.82 -0.001
C -0.95 3.31 1.04 0.030
C -0.66 3.52 -0.46 0.018
C -2.01 4.30 1.56 0.012
C 0.34 3.68 1.80 0.001
H 0.40 1.34 2.60 -0.001
H -3.28 -0.73 1.93 0.012
H 0.92 -2.09 2.55 0.000
H 0.91 -2.19 4.32 0.000
H 1.33 -0.67 3.52 0.000
H -1.44 -2.91 2.37 0.000
H -2.70 -2.27 3.45 0.000
H -1.34 -3.18 4.11 0.000
H -0.50 0.36 5.01 0.000
H -0.93 -1.22 5.67 0.000
H -2.17 -0.21 4.90 0.001
H -5.08 -0.22 0.79 0.000
H -4.03 -0.27 -0.63 0.000
H -5.51 0.69 -0.65 0.000
H -5.02 1.75 2.31 0.000
H -5.80 2.57 0.95 -0.001
H -4.41 3.31 1.76 0.000
H -3.08 1.87 -1.53 0.000
H -3.18 3.39 -0.64 0.000
H -4.65 2.66 -1.28 0.000
H -0.79 4.58 -0.71 0.002
H -1.32 2.93 -1.10 0.001
H 0.36 3.23 -0.68 0.000
H -2.95 4.26 1.00 0.000
H -1.62 5.32 1.49 0.002
H -2.24 4.10 2.61 0.001
H 1.18 3.06 1.51 0.000
H 0.19 3.62 2.89 0.000
H 0.60 4.71 1.55 0.000
C -1.89 -1.21 -3.93 0.000
As -0.75 -0.39 -2.54 0.001
C 0.78 -1.56 -2.84 0.000
C -0.17 1.15 -3.63 0.000
H -1.37 -1.25 -4.89 0.000
H -2.81 -0.64 -4.05 0.000
H -2.15 -2.23 -3.63 0.000
H 1.17 -1.45 -3.85 0.000
H 0.47 -2.59 -2.66 0.000
H 1.56 -1.31 -2.11 0.000
H 0.38 0.82 -4.52 0.000
H 0.46 1.79 -3.02 0.000
H -1.05 1.72 -3.95 0.000
C -2.16 -2.65 -0.27 0.006
C -0.76 -3.15 -0.27 0.001
C -0.33 -4.41 -0.65 0.001
C 1.07 -4.42 -0.49 0.000
C 1.42 -3.17 -0.01 0.002
C 2.82 -2.72 0.30 0.000
N 0.31 -2.39 0.13 0.017
H -2.82 -3.27 0.35 0.000
H -2.59 -2.64 -1.28 0.000
H -2.18 -1.64 0.11 0.003
H -0.97 -5.21 -1.00 0.000
H 1.75 -5.24 -0.68 0.000
H 3.43 -3.59 0.57 0.000
H 2.85 -2.00 1.11 0.000
H 3.30 -2.25 -0.56 0.000
C 7.01 -1.12 -3.51 0.000
C 5.92 -0.59 -2.62 0.000
C 4.72 -0.13 -3.16 0.000
C 3.72 0.37 -2.34 0.000
C 3.91 0.41 -0.97 0.000
C 5.10 -0.04 -0.42 0.000
C 6.09 -0.54 -1.24 0.000
S 2.62 1.04 0.09 0.001
O 2.60 0.19 1.28 0.001
O 2.98 2.42 0.33 0.000
O 1.35 0.86 -0.65 0.011
H 6.61 -1.45 -4.47 0.000
H 7.52 -1.97 -3.05 0.000
H 7.76 -0.36 -3.71 0.000
H 4.56 -0.17 -4.23 0.000
H 2.78 0.71 -2.75 0.000
H 5.22 -0.03 0.66 0.000
H 7.01 -0.91 -0.81 0.000

=====

94
Properties=species:S:1:pos:R:3:mulliken_charge:R:1 method="wB97M-V/def2-TZVPD" charge=+2 homo_lumo_gap_ev=8.384 lumo_energy_ev=-5.77
Hf -0.04 -0.05 -0.86 1.020
C 0.51 4.30 1.83 -1.932
C -0.28 3.01 1.88 0.187
C -1.57 3.01 2.31 -0.108
C -2.34 1.86 2.32 -0.062
C -3.78 1.92 2.71 -1.832
C -1.80 0.62 1.88 -0.190
C -0.43 0.57 1.54 -0.617
C 0.27 1.80 1.48 0.545
N 0.32 -0.55 1.06 0.631
C 1.08 -1.53 1.87 1.891
C 0.18 -2.73 2.26 -0.961
C 1.08 -3.81 2.94 0.278
C 2.14 -4.27 1.95 -1.354
C 3.03 -3.11 1.53 0.340
C 3.65 -2.49 2.76 -1.404
C 2.60 -2.08 3.77 0.346
C 1.74 -3.25 4.21 -1.285
C 1.78 -0.94 3.14 -1.274
C 2.18 -1.99 0.89 -1.571
H 0.90 4.49 0.83 0.348
H 1.29 4.28 2.58 0.443
H -0.13 5.09 2.11 0.451
H -2.05 3.90 2.74 0.340
H -4.13 2.96 2.72 0.415
H -3.88 1.49 3.71 0.431
H -4.44 1.36 2.08 0.401
H -2.38 -0.30 1.89 0.532
H 1.31 1.81 1.15 0.410
H -0.32 -3.17 1.42 0.131
H -0.67 -2.46 2.95 0.361
H 0.46 -4.65 3.25 0.398
H 1.66 -4.77 1.10 0.403
H 2.75 -5.06 2.45 0.543
H 3.79 -3.49 0.83 0.372
H 4.18 -1.59 2.49 0.484
H 4.30 -3.19 3.29 0.523
H 3.17 -1.64 4.60 0.276
H 1.01 -3.00 5.00 0.470
H 2.36 -4.08 4.65 0.498
H 2.48 -0.15 2.77 0.400
H 1.07 -0.46 3.82 0.397
H 1.65 -2.30 -0.05 -0.414
H 2.73 -1.10 0.66 0.546
C 3.64 -0.56 -2.25 -1.693
C 2.62 0.50 -2.52 1.722
C 3.00 1.74 -1.76 -1.169
C 2.43 0.73 -3.99 -1.464
O 1.40 0.09 -2.02 -0.201
H 4.64 -0.25 -2.61 0.474
H 3.45 -1.58 -2.59 0.325
H 3.71 -0.61 -1.19 0.478
H 4.06 2.00 -1.88 0.468
H 2.91 1.49 -0.71 0.288
H 2.34 2.57 -1.97 0.061
H 3.33 0.94 -4.55 0.425
H 1.78 1.58 -4.14 0.204
H 1.94 -0.14 -4.47 0.304
C -3.22 -3.55 1.01 -0.914
O -2.24 -3.22 -0.04 -0.416
P -2.34 -1.76 -0.67 0.368
O -0.88 -1.87 -1.60 -0.242
C -0.35 -3.03 -2.29 -0.927
O -3.57 -1.92 -1.68 -0.262
C -3.92 -3.20 -2.33 -0.666
H -4.21 -3.53 0.62 0.488
H -3.11 -2.90 1.89 0.283
H -3.01 -4.61 1.30 0.250
H -0.62 -3.05 -3.35 0.291
H -0.71 -3.94 -1.83 0.361
H 0.70 -2.91 -2.15 0.247
H -3.25 -3.43 -3.16 0.244
H -4.96 -3.11 -2.62 0.304
H -3.89 -3.99 -1.59 0.290
C -2.22 1.16 -3.67 -1.228
P -1.80 1.65 -1.94 0.909
C -3.40 2.04 -1.13 -1.082
C -1.02 3.33 -2.04 0.657
C -1.42 4.40 -1.20 -0.393
C -0.83 5.68 -1.35 -0.781
C 0.16 5.86 -2.22 -0.524
C 0.56 4.83 -3.10 -0.595
C -0.03 3.58 -3.01 -0.723
H -1.31 0.87 -4.20 0.396
H -2.72 1.99 -4.19 0.486
H -2.90 0.29 -3.56 0.367
H -3.88 2.87 -1.63 0.573
H -3.20 2.36 -0.10 0.001
H -4.06 1.16 -1.16 0.352
H -2.12 4.19 -0.38 0.269
H -1.14 6.51 -0.67 0.416
H 0.62 6.81 -2.28 0.450
H 1.31 4.92 -3.85 0.501
H 0.29 2.77 -3.70 0.220

=====

93
Properties=species:S:1:pos:R:3:lowdin_spin:R:1 method="wB97M-V/def2-TZVPD" charge=+1 homo_lumo_gap_ev="7.199 / 7.541" multiplicity=4 s2=3.78 relative_energy_kcal_mol=0.0 lumo_energy_ev="-2.51 / -3.13"
C -1.93 -1.98 -1.51 0.010
C 0.17 -1.73 -2.48 0.015
C -2.26 -2.97 -2.44 0.001
C -0.12 -2.65 -3.47 0.003
C -1.37 -3.29 -3.45 0.009
H -3.24 -3.44 -2.36 0.000
H 0.61 -2.83 -4.25 0.000
H -1.63 -3.97 -4.26 0.000
N -0.68 -1.48 -1.46 0.010
P -2.47 0.33 0.02 0.023
P 2.27 -0.74 -0.81 0.001
C -2.91 -1.41 -0.52 0.010
H -3.92 -1.44 -0.96 0.001
H -2.92 -2.06 0.37 0.000
C 0.17 1.39 1.11 0.224
O 0.35 2.25 1.90 0.202
C 1.38 -0.82 -2.51 0.021
H 2.08 -1.13 -3.29 0.001
C 3.72 0.47 -1.07 0.000
C 2.97 -2.46 -0.50 -0.004
C -3.26 1.42 -1.32 0.008
C -3.37 0.53 1.69 -0.002
C 3.25 1.83 -0.50 0.003
H 2.94 1.74 0.55 0.002
H 4.08 2.53 -0.56 0.000
H 2.41 2.24 -1.08 0.000
C 4.98 0.05 -0.30 0.000
H 4.79 -0.04 0.78 0.000
H 5.42 -0.88 -0.67 0.000
H 5.73 0.84 -0.43 0.000
C 4.08 0.64 -2.55 0.000
H 4.95 1.33 -2.60 0.000
H 4.38 -0.30 -3.03 0.000
H 3.27 1.09 -3.13 0.001
C 3.57 -2.47 0.93 0.000
H 3.05 -1.77 1.60 0.000
H 3.43 -3.48 1.36 0.000
H 4.64 -2.25 0.94 0.000
C 1.81 -3.47 -0.52 0.001
H 1.04 -3.21 0.22 0.000
H 1.35 -3.56 -1.51 0.000
H 2.22 -4.46 -0.26 0.000
C 4.00 -2.83 -1.58 -0.001
H 4.09 -2.09 -2.39 0.000
H 5.00 -2.98 -1.13 0.000
H 3.70 -3.78 -2.05 0.000
C -3.17 1.96 2.23 0.000
H -3.50 1.97 3.28 0.000
H -2.12 2.28 2.20 0.000
H -3.79 2.70 1.70 0.000
C -2.76 -0.45 2.70 0.001
H -2.89 -1.50 2.41 0.000
H -1.69 -0.27 2.87 0.001
H -3.27 -0.30 3.67 0.000
C -4.87 0.22 1.59 -0.002
H -5.23 -0.07 2.59 0.000
H -5.46 1.10 1.30 0.000
H -5.10 -0.60 0.90 0.000
C -2.64 1.13 -2.70 0.000
H -3.34 1.47 -3.48 0.000
H -1.69 1.67 -2.82 0.000
H -2.45 0.06 -2.86 0.000
C -2.94 2.88 -0.97 0.001
H -1.86 3.03 -0.84 0.000
H -3.27 3.51 -1.81 0.000
H -3.46 3.24 -0.07 0.000
C -4.77 1.18 -1.40 0.001
H -5.02 0.12 -1.59 0.000
H -5.31 1.52 -0.52 0.000
H -5.18 1.75 -2.25 0.000
V -0.05 0.10 -0.15 2.253
N 0.30 1.16 -1.66 0.021
C 0.84 0.63 -2.70 0.096
C 0.92 1.27 -4.03 -0.001
C 0.83 2.67 -4.09 0.018
C 1.08 0.51 -5.20 0.016
C 0.99 3.32 -5.31 -0.003
H 0.68 3.22 -3.16 0.002
C 1.20 1.17 -6.43 -0.002
H 1.13 -0.57 -5.15 0.001
C 1.18 2.57 -6.49 0.019
H 1.00 4.41 -5.35 -0.001
H 1.35 0.58 -7.34 -0.001
H 1.32 3.08 -7.44 0.001
C -0.25 -2.97 2.84 0.009
S 0.46 -1.49 2.04 0.026
C 1.36 -0.70 3.42 0.001
H 0.55 -3.69 3.06 0.001
H -0.98 -3.43 2.15 0.000
H -0.76 -2.68 3.77 0.001
H 1.89 -1.47 4.00 0.000
H 0.63 -0.18 4.05 0.000
H 2.08 0.03 3.02 0.000

=====

105
Properties=species:S:1:pos:R:3:mulliken_charge:R:1 method="wB97M-V/def2-TZVPD" charge=-2 homo_lumo_gap_ev=7.598 relative_energy_kcal_mol=0.0 lumo_energy_ev=3.86
Cs 0.15 2.10 -0.21 1.250
C -0.91 -0.72 -3.68 -1.320
C -1.74 -1.88 -3.14 1.018
C -1.53 -3.13 -3.99 -1.573
C -1.42 -2.18 -1.70 -0.596
C -2.07 -3.09 -0.85 -0.937
C -1.36 -3.04 0.33 0.262
C -1.57 -3.81 1.60 1.685
C -2.30 -3.00 2.68 -1.382
C -2.35 -5.10 1.32 -1.992
N -0.36 -2.15 0.15 1.022
N -0.39 -1.62 -1.09 -0.836
B 0.70 -1.68 1.17 -0.407
N 0.05 -0.57 2.03 1.221
N -1.09 0.03 1.60 -0.399
C -1.43 0.92 2.52 -0.776
C -0.53 0.87 3.60 -1.034
C 0.40 -0.09 3.26 -0.105
C 1.57 -0.52 4.10 0.359
C 1.35 -1.90 4.73 -1.367
C 2.92 -0.43 3.40 -1.001
C -2.56 1.89 2.35 1.397
C -3.64 1.63 3.41 -1.727
C -3.20 1.90 0.97 -1.609
N 1.99 -1.25 0.43 0.690
N 2.28 0.05 0.18 0.507
C 3.42 0.08 -0.49 -0.198
C 3.90 -1.23 -0.68 -0.692
C 2.96 -2.05 -0.08 0.118
C 3.06 -3.55 0.01 -0.048
C 1.83 -4.32 -0.46 -1.076
C 3.51 -4.01 1.40 -1.373
C 4.12 1.36 -0.88 0.053
C 4.81 1.97 0.34 -1.369
C 3.25 2.43 -1.56 -0.924
H -1.16 -0.52 -4.72 0.476
H -1.10 0.19 -3.12 0.054
H 0.16 -0.95 -3.61 0.203
H -2.80 -1.60 -3.20 0.359
H -0.48 -3.43 -3.97 0.270
H -2.12 -3.97 -3.62 0.388
H -1.81 -2.95 -5.03 0.430
H -2.93 -3.71 -1.08 0.435
H -0.59 -4.10 1.99 -0.127
H -3.29 -2.71 2.32 0.333
H -2.41 -3.60 3.59 0.416
H -1.76 -2.09 2.93 0.107
H -3.36 -4.86 0.95 0.315
H -1.85 -5.71 0.57 0.419
H -2.46 -5.68 2.24 0.444
H 1.00 -2.61 1.89 -0.458
H -0.50 1.49 4.48 0.480
H 1.58 0.21 4.92 0.506
H 1.31 -2.67 3.96 0.070
H 2.16 -2.14 5.42 0.451
H 0.40 -1.92 5.28 0.326
H 3.03 -1.21 2.64 0.003
H 3.05 0.53 2.91 0.034
H 3.72 -0.56 4.13 0.532
H -2.13 2.88 2.54 0.181
H -4.10 0.66 3.25 0.292
H -3.21 1.63 4.42 0.417
H -4.42 2.40 3.37 0.460
H -3.53 0.90 0.69 0.203
H -4.08 2.55 0.99 0.506
H -2.58 2.26 0.15 0.161
H 4.79 -1.54 -1.19 0.432
H 3.87 -3.79 -0.69 0.558
H 1.04 -4.29 0.29 0.005
H 1.42 -3.90 -1.38 0.144
H 2.09 -5.37 -0.63 0.609
H 2.74 -3.80 2.14 0.025
H 3.69 -5.09 1.40 0.494
H 4.43 -3.51 1.69 0.320
H 4.90 1.06 -1.60 0.282
H 4.06 2.29 1.07 0.120
H 5.47 1.24 0.82 0.388
H 5.40 2.85 0.05 0.441
H 2.62 2.95 -0.85 -0.520
H 3.91 3.19 -1.98 0.515
H 2.63 2.05 -2.37 0.412
B -1.43 3.19 -4.74 0.315
N -2.74 2.73 -4.00 0.104
C -3.98 2.74 -4.49 -0.359
C -4.83 2.19 -3.55 -1.123
C -3.98 1.87 -2.48 -0.004
N -2.72 2.20 -2.76 -0.073
N -0.69 4.22 -3.86 -0.030
C -0.96 5.53 -3.77 -0.247
C -0.14 6.09 -2.81 -1.148
C 0.61 5.00 -2.36 -0.075
N 0.28 3.88 -3.00 -0.179
H -1.80 3.73 -5.77 -0.240
H -0.71 2.24 -4.94 -0.208
H -4.18 3.14 -5.47 0.415
H -5.90 2.04 -3.62 0.394
H -4.22 1.43 -1.53 0.271
H -1.72 5.98 -4.40 0.447
H -0.10 7.11 -2.48 0.387
H 1.36 4.99 -1.58 0.544
F 1.81 4.84 0.84 -0.346
B 1.45 4.56 2.18 0.386
F 0.11 4.10 2.19 -0.251
F 1.57 5.71 2.97 -0.360
F 2.29 3.55 2.66 -0.374

=====

Number 1: largest force on an atom 13.5 eV/Å, E -48196.7266 eV. Number 2: largest force on an atom 0.7 eV/Å, E -159029.7424 eV. Number 3: largest force on an atom 3.1 eV/Å, E -64636.2024 eV. Number 4: largest force on an atom 7.5 eV/Å, E -95204.8935 eV. Number 5: largest force on an atom 0.5 eV/Å, E -63460.4212 eV.